Entry 1:
120
Properties=species:S:1:pos:R:3:forces:R:3 method="wB97M-V/def2-TZVPD" orbital_gap_ev=8.2
O 0.292867 -2.906557 -0.024111 -0.1 0.1 0.2
S -0.247544 -2.433354 -1.249275 1.0 -0.3 0.6
O 0.356998 -2.884472 -2.459944 -0.2 0.1 -0.4
F -1.736631 -2.830914 -1.250068 -0.2 0.1 -0.3
C -0.310263 -0.658481 -1.226366 -0.8 0.3 -0.2
N -1.484228 -0.107439 -1.267147 0.2 0.1 0.0
C -1.499348 1.250351 -1.197642 -0.2 -0.3 -0.1
C -2.751895 1.932139 -1.220139 -0.4 0.3 0.1
C -4.082618 1.226181 -1.361238 0.5 0.1 0.6
C -4.378987 0.137795 -0.318166 -0.4 -1.0 -0.8
C -5.526693 -0.742040 -0.863796 0.3 0.8 0.7
I -4.854631 -1.954087 -2.488628 -0.3 -0.1 0.0
C -2.748197 3.300368 -1.121451 0.2 -0.1 0.1
C -1.544640 4.025443 -0.997184 -0.1 -0.2 -0.1
C -0.353330 3.369588 -1.010665 0.5 0.6 0.1
C -0.280435 1.970839 -1.109550 -0.1 0.3 0.0
N 0.941312 1.358959 -1.120755 -0.9 0.0 0.0
C 0.912123 0.051819 -1.176021 1.0 -0.9 0.0
B 2.346369 -0.650344 -1.226770 0.1 0.3 -0.1
O 3.092589 -0.649067 -2.395546 -0.4 -0.6 0.1
O 2.905955 -1.189594 -0.122719 0.0 0.2 -0.3
H -4.862992 1.979107 -1.260701 -0.1 0.1 0.0
H -4.167162 0.843641 -2.378703 0.1 -0.3 0.0
H -3.554287 -0.545324 -0.137447 0.3 0.3 0.0
H -4.671352 0.547278 0.648196 -0.1 0.3 -0.1
H -6.311217 -0.074798 -1.211934 -0.2 -0.3 -0.3
H -5.922166 -1.411102 -0.108153 0.0 -0.2 -0.1
H -3.693497 3.823708 -1.126763 0.0 0.1 0.0
H -1.532046 5.101425 -0.910071 -0.2 0.0 0.0
H 0.550680 3.955442 -0.931929 0.2 -0.2 -0.1
H 2.538417 -0.897607 -3.145321 0.2 0.4 -0.3
H 3.711357 -1.621577 -0.439356 0.4 -0.1 0.5
O -7.135830 -3.469509 0.949778 -0.2 0.3 0.0
S -6.397682 -3.815976 2.112936 0.4 -0.3 -0.1
O -6.709542 -3.253025 3.377249 -0.2 0.1 0.0
O -4.852196 -3.598642 1.798263 -0.2 -0.1 -0.2
C -4.118939 -4.824504 2.003134 -0.2 -0.1 0.2
C -5.132112 -5.909957 1.710838 0.1 0.0 -0.5
O -6.364505 -5.404756 2.257271 0.2 0.1 0.2
H -3.786159 -4.855089 3.035189 0.0 0.0 0.0
H -3.261804 -4.859396 1.342878 0.0 0.2 -0.1
H -4.878445 -6.858229 2.175089 -0.2 0.0 0.2
H -5.269290 -6.053734 0.637284 0.0 0.0 0.0
O 6.135316 -2.685854 -5.046456 0.1 0.1 -0.2
S 5.239142 -3.768696 -5.239672 -0.4 -0.1 0.3
O 5.146834 -4.438475 -6.483837 0.2 0.0 -0.1
O 3.782379 -3.309211 -4.765317 0.3 0.1 0.1
C 3.287533 -4.190478 -3.742522 -0.2 -0.4 0.0
C 4.531134 -4.683548 -3.039446 0.0 0.3 0.3
O 5.489139 -4.865287 -4.097890 -0.1 -0.1 -0.2
H 2.744713 -5.007644 -4.220479 0.0 0.0 0.0
H 2.618896 -3.655819 -3.073773 0.0 0.2 -0.1
H 4.371922 -5.621166 -2.513850 0.1 -0.1 -0.2
H 4.919602 -3.937161 -2.347155 0.0 0.0 0.0
O -1.553734 -5.467841 2.899995 0.1 -0.3 0.0
S -0.756657 -6.266924 3.764604 0.1 0.2 0.2
O -0.383020 -7.585071 3.410338 0.0 0.0 -0.2
O -1.454323 -6.271900 5.203446 0.0 0.2 -0.1
C -0.541949 -5.789011 6.201483 0.3 -0.2 0.2
C 0.356786 -4.828064 5.451397 -0.2 0.4 0.1
O 0.553764 -5.456954 4.176097 0.0 -0.3 0.1
H 0.017298 -6.638237 6.597505 0.0 0.0 0.0
H -1.092853 -5.308916 7.005051 -0.2 0.0 -0.1
H 1.313687 -4.674199 5.940751 0.1 -0.1 -0.2
H -0.130322 -3.864665 5.289155 0.0 0.0 0.0
O 2.892585 3.946364 -1.159820 -0.2 0.3 0.0
S 4.292472 4.177401 -1.188608 0.3 -0.4 -0.2
O 4.845635 5.393616 -0.712206 -0.1 0.1 0.1
O 4.812428 3.889930 -2.669369 -0.1 -0.1 0.1
C 5.832354 2.876525 -2.652580 0.4 0.0 0.1
C 5.486789 2.016226 -1.455540 -0.2 -0.3 -0.2
O 5.033891 2.962710 -0.469513 0.2 0.3 -0.1
H 6.800963 3.364844 -2.532329 0.0 0.0 0.0
H 5.816815 2.320991 -3.585727 -0.2 0.1 -0.1
H 6.337396 1.459028 -1.073138 0.0 0.1 0.2
H 4.668472 1.328438 -1.677957 0.0 0.0 0.0
O -7.086882 2.286974 0.266104 0.3 0.4 0.0
S -8.414715 2.348756 0.762466 -0.3 -0.7 0.0
O -9.139459 3.558443 0.877024 0.2 0.2 -0.1
O -8.446892 1.566573 2.156753 0.1 -0.1 -0.2
C -9.388977 0.484221 2.101133 -0.4 0.0 0.1
C -9.402480 0.071733 0.644267 0.4 -0.3 0.0
O -9.305262 1.314112 -0.072642 -0.2 0.1 0.3
H -10.362800 0.858422 2.422204 0.0 0.0 0.0
H -9.070047 -0.318243 2.760643 0.2 0.1 0.0
H -10.311497 -0.450043 0.361000 -0.1 0.2 -0.1
H -8.535433 -0.543150 0.392943 0.0 0.0 0.0
O -1.524613 9.152876 -0.135494 -0.2 0.0 0.0
S -0.728640 8.137227 -0.718479 0.4 0.0 0.2
O -1.302344 7.127656 -1.538070 -0.1 0.2 -0.1
O 0.129238 7.443535 0.432501 -0.1 0.3 0.0
C 1.531688 7.515565 0.133847 0.3 -0.2 -0.3
C 1.667244 8.782133 -0.686059 0.1 0.2 0.3
O 0.490461 8.796011 -1.514382 0.0 -0.3 0.0
H 1.810599 6.630335 -0.441935 0.0 0.0 0.0
H 2.104819 7.543189 1.056502 -0.2 0.0 0.1
H 2.558108 8.788014 -1.306878 -0.1 0.0 -0.2
H 1.653172 9.672959 -0.055345 0.0 0.0 0.0
O 5.777910 -2.578819 -0.639460 -0.3 0.2 0.2
S 7.110373 -2.149288 -0.891641 0.4 -0.3 -0.6
O 7.566313 -0.882754 -0.453510 -0.1 0.2 0.2
O 7.373872 -2.308458 -2.455573 -0.2 -0.1 0.3
C 8.507128 -3.157718 -2.690365 0.4 0.0 0.0
C 8.516134 -4.097272 -1.502213 -0.2 -0.3 -0.2
O 8.130367 -3.266885 -0.391930 0.1 0.3 0.0
H 9.403656 -2.536581 -2.720309 0.0 0.0 0.0
H 8.390050 -3.675701 -3.638040 -0.2 0.1 0.0
H 9.491525 -4.535877 -1.315789 0.0 0.1 0.2
H 7.773567 -4.890249 -1.612164 0.0 0.0 0.0
O 1.580677 6.651349 3.427707 0.0 0.2 0.1
S 0.492860 5.739670 3.463312 0.0 -0.3 -0.1
O -0.790366 6.135129 3.910544 0.0 0.2 0.0
O 0.962494 4.435140 4.269792 0.2 0.1 -0.2
C 0.816148 3.263929 3.451420 -0.4 -0.1 0.0
C 0.998012 3.774602 2.040842 0.6 -0.2 0.0
O 0.343764 5.048230 2.031406 -0.2 -0.1 0.2
H -0.185049 2.856161 3.605695 0.0 0.0 0.0
H 1.558163 2.520050 3.727666 0.1 0.2 0.1
H 0.559825 3.123370 1.293439 -0.2 0.1 0.0
H 2.054201 3.929209 1.807887 0.0 -0.1 0.0

Entry 2:
96
Properties=species:S:1:pos:R:3:forces:R:3 method="wB97M-V/def2-TZVPD" charge=+2 orbital_gap_ev=1.9
S 4.754406 1.824534 2.193048 2.1 1.7 0.3
C 4.121869 0.368273 2.043493 -1.8 -1.1 0.0
S 5.193911 -1.016679 2.186837 -0.2 0.8 0.5
C 4.771601 -1.966352 0.701326 0.7 0.0 -1.1
C 5.645302 -1.452870 -0.517865 -0.6 0.6 0.8
C 4.775708 -0.729961 -1.578872 0.6 -0.8 0.2
N 5.317601 -0.750313 -2.936342 -2.1 0.4 -0.5
C 5.490330 0.492582 -3.437652 -0.8 -3.3 -0.3
C 4.738120 0.729021 -4.652384 0.7 4.6 -1.1
C 4.915690 2.114653 -5.288767 2.5 -2.3 3.0
C 5.841985 2.931342 -4.530205 -1.8 -0.3 -2.1
C 6.479832 2.534423 -3.312724 -0.6 -0.4 -0.7
N 6.303554 1.347117 -2.765413 -0.5 1.4 -0.4
N 2.754439 0.138420 1.779707 -0.2 0.3 -0.3
C 2.185271 -0.017752 0.543832 -0.9 -0.2 -2.1
C 0.855103 -0.264320 0.695986 1.3 0.4 1.3
N 0.585028 -0.238533 2.059814 -1.3 -0.4 -1.0
C 1.682008 -0.006590 2.668889 0.5 0.1 1.4
H 3.696791 -1.969531 0.488489 0.2 0.2 0.3
H 5.057829 -3.007821 0.908814 0.0 0.4 0.4
H 6.244550 -2.272687 -0.922758 -0.3 0.2 -0.1
H 6.314900 -0.689147 -0.097767 0.3 -0.4 -0.4
H 3.788914 -1.248256 -1.598024 0.3 0.1 0.0
H 4.580389 0.300273 -1.220038 0.1 -0.2 -0.1
H 4.113794 -0.030865 -5.134570 2.2 1.2 -0.5
H 4.422447 2.429610 -6.206513 0.3 0.0 0.1
H 6.060801 3.921191 -4.931116 0.0 -0.2 0.2
H 7.142688 3.249834 -2.826520 -0.1 -0.2 0.0
H 2.614723 0.025880 -0.447498 0.8 0.2 0.6
H 0.172305 -0.458108 -0.123323 -0.3 0.0 0.5
H 1.803896 0.066287 3.749480 0.2 0.2 -0.3
Na 3.394870 2.434575 -3.514945 -0.4 0.9 0.8
F 4.971862 4.336682 1.658351 -0.7 -1.9 0.3
C -1.130116 2.266787 -5.770116 -0.8 0.0 0.0
Cl -1.383372 3.078504 -4.229845 0.1 0.0 0.1
Cl -1.949199 3.061547 -7.086639 0.3 -0.1 0.2
Cl 0.618164 2.118432 -6.050683 0.8 -0.2 -0.2
H -1.521366 1.258736 -5.681055 0.0 0.0 -0.1
Ca 2.627758 -1.026943 -4.660309 -0.3 -1.1 1.2
B 3.849167 2.313097 5.777199 0.3 0.7 0.9
F 3.640813 3.655245 5.467763 0.0 -0.3 -0.4
F 3.698379 2.105215 7.138978 -0.2 -0.3 -0.3
F 2.906539 1.503389 5.036597 0.3 -0.2 -0.6
F 5.165255 1.938265 5.385460 -0.3 -0.2 -0.7
C -0.611416 -3.674461 -0.688317 0.2 0.2 -0.2
C -1.668183 -2.911119 -1.477480 -0.2 -0.6 0.4
C -2.869535 -2.482548 -0.637679 -0.2 0.3 -0.1
C -3.676868 -3.637506 -0.043333 0.2 -0.3 0.0
C -4.222643 -4.634944 -1.064640 -0.2 0.2 0.0
C -5.207690 -4.009616 -2.049348 0.1 -0.1 -0.1
H -1.010466 -4.604593 -0.287183 0.0 0.0 0.0
H 0.237126 -3.930263 -1.329265 0.0 -0.1 0.0
H -0.235944 -3.073508 0.143457 -0.1 -0.1 0.1
H -1.992833 -3.510739 -2.332013 0.0 0.1 -0.1
H -1.201920 -1.995662 -1.899432 0.1 0.3 -0.2
H -3.525390 -1.855943 -1.252333 0.1 0.0 0.0
H -2.522779 -1.840985 0.180457 0.1 0.0 0.0
H -4.509949 -3.216604 0.525099 0.0 0.0 0.0
H -3.062020 -4.176009 0.683162 0.0 0.0 0.0
H -4.734432 -5.434056 -0.524715 0.1 0.0 0.0
H -3.406117 -5.112556 -1.615127 0.0 0.0 0.0
H -6.058079 -3.572641 -1.523551 0.0 0.0 0.0
H -5.590714 -4.766985 -2.733401 0.0 0.1 0.0
H -4.737640 -3.229717 -2.653968 0.0 0.0 0.0
Al -0.456206 -0.135890 -3.022243 -0.9 0.1 0.3
C -4.148414 0.906965 0.414353 -0.4 0.1 0.4
C -3.403881 1.165124 -0.924610 -0.6 1.0 0.7
C -3.655311 2.659918 -1.332798 0.2 0.4 0.4
O -3.910957 0.383634 -1.854594 1.0 -0.9 -0.7
H -5.221783 1.075330 0.328375 0.0 0.0 -0.2
H -3.988342 -0.116190 0.752476 0.0 0.0 -0.2
H -3.765192 1.581185 1.184544 0.1 0.1 -0.2
H -2.316909 1.083927 -0.709500 0.2 -0.3 -0.3
H -4.709840 2.897206 -1.463641 0.0 -0.3 0.0
H -3.143737 2.871044 -2.263916 0.1 -0.1 -0.1
H -3.262901 3.317294 -0.553442 0.1 -0.1 0.0
C 0.491805 0.936150 6.951517 0.3 -0.2 0.2
C -0.312558 1.596641 8.061903 0.3 -0.3 -0.6
C -1.657773 0.964814 8.312673 -0.1 -0.1 0.3
O -2.415203 2.056701 8.835865 0.1 0.1 -0.2
C -1.898525 3.189021 8.279968 0.0 0.1 0.0
O -2.432271 4.247097 8.293431 0.0 0.1 0.0
O -0.694309 2.937104 7.703937 -0.4 -0.1 0.2
H 0.020239 0.011159 6.607277 -0.2 0.1 0.0
H 0.620543 1.601573 6.100671 0.0 0.1 0.1
H 1.482981 0.665051 7.311083 0.1 0.1 -0.1
H 0.279333 1.652489 8.977660 -0.1 0.0 0.0
H -1.613078 0.143409 9.025444 -0.1 0.1 0.1
H -2.144911 0.617627 7.396346 0.2 0.0 -0.1
C -6.398819 -0.154910 -4.143138 -0.1 -0.1 0.2
N -6.437810 -0.564457 -5.572681 -0.1 0.0 0.1
O -7.312737 -1.319334 -5.919473 0.0 0.0 -0.1
O -5.570721 -0.102624 -6.293910 0.1 0.0 0.0
H -7.216953 -0.634157 -3.617140 0.0 0.0 -0.1
H -5.441068 -0.472646 -3.741929 0.0 0.1 0.0
H -6.498393 0.926265 -4.109729 0.1 0.0 0.0

The records above yield LUMO energy values of -0.75, -10.77 eV, respectively.
The records above yield largest force on an atom values of 0.0270, 0.0924 hartree/bohr, respectively.
The records above yield electronic energy values of -7878.84984, -5562.83219 hartree, respectively.